# C4H7NO2

A single C4H7NO2 molecule (ωB97M-V/def2-TZVPD, the OMol25 dataset).

Output
Kohn-Sham gap	7.8	eV
LUMO energy	0.628	eV
calculated total energy	-361.7266	hartree
ΔE to the lowest compared entry with this formula, charge and spin	96.82	kcal per mole
SMILES	C[NH2+]/C([O-])=C1/CO1

Element x y z (Å)
C 0.365 0.712 1.926
N 0.881 -0.031 0.761
C -0.326 -0.939 0.085
O -0.711 -1.829 0.835
C -0.622 -0.308 -1.061
C -0.910 -0.192 -2.455
O 0.093 0.645 -1.821
H -0.317 1.480 1.556
H -0.189 -0.004 2.535
H 1.177 1.166 2.500
H 1.580 -0.713 1.053
H 1.283 0.581 0.048
H -0.505 -0.910 -3.169
H -1.797 0.343 -2.794

Cartesian forces, eV/Å:
C -0.1 0.0 0.1
N 0.1 -0.1 -0.1
C 0.0 0.1 0.0
O 0.1 0.2 -0.2
C 0.0 -0.3 0.2
C -0.2 -0.1 -0.2
O 0.2 0.2 0.0
H 0.1 -0.1 0.1
H 0.1 0.1 0.0
H -0.1 -0.1 -0.1
H -0.1 0.1 -0.1
H -0.1 -0.1 0.1
H 0.0 0.1 0.1
H 0.1 -0.1 0.1


# C46H50BrIrN8O5S

A molecular structure, C46H50BrIrN8O5S at a distorted geometry (ωB97M-V/def2-TZVPD, the OMol25 dataset).

Output
2S+1	2
Kohn-Sham gap (alpha / beta)	6.4 / 6.1	eV
LUMO energy (alpha / beta)	-3.836 / -4.172	eV
calculated total energy	-5673.5230	hartree
ΔE to the lowest compared entry with this formula, charge and spin	66.55	kcal per mole
<S²>	0.796
charge	+1

Element x y z (Å)
Ir 0.286 -0.067 -0.191
C 0.428 0.942 3.985
C -0.585 0.191 4.597
C -1.339 -0.650 3.830
C -1.087 -0.785 2.437
N -0.121 0.001 1.863
C 0.603 0.814 2.626
N -1.802 -1.691 1.800
C -1.723 -2.089 0.548
N -0.794 -1.659 -0.368
C -0.938 -2.386 -1.536
N -0.147 -2.343 -2.585
C 0.937 -1.621 -2.783
C 1.707 -1.927 -3.940
C 2.883 -1.281 -4.188
C 3.312 -0.289 -3.297
C 2.511 0.004 -2.218
N 1.370 -0.619 -1.953
C -2.042 -3.280 -1.380
C -2.626 -4.206 -2.240
C -3.709 -4.922 -1.774
C -4.209 -4.733 -0.480
C -3.629 -3.832 0.391
C -2.539 -3.096 -0.063
H 1.051 1.613 4.549
H -0.760 0.271 5.660
H -2.130 -1.255 4.242
H 1.367 1.390 2.120
H 1.322 -2.702 -4.583
H 3.479 -1.531 -5.053
H 4.245 0.232 -3.439
H 2.786 0.782 -1.518
H -2.239 -4.348 -3.236
H -4.187 -5.647 -2.414
H -5.068 -5.309 -0.166
H -4.004 -3.694 1.392
C -5.029 6.146 -1.801
C -4.804 4.907 -2.678
C -6.161 4.291 -3.072
C -4.082 5.346 -3.954
C -4.061 3.836 -1.917
C -2.997 3.137 -2.492
C -2.433 2.090 -1.824
Br -1.127 1.039 -2.679
C -2.807 1.664 -0.496
O -2.203 0.739 0.075
C -3.939 2.394 0.070
C -4.499 3.421 -0.648
C -4.446 1.993 1.436
C -3.350 2.329 2.459
C -4.744 0.486 1.443
C -5.728 2.727 1.845
H -5.551 6.908 -2.374
H -4.073 6.554 -1.480
H -5.627 5.924 -0.923
H -6.721 4.999 -3.675
H -6.749 4.040 -2.194
H -6.005 3.386 -3.654
H -4.627 6.171 -4.406
H -4.044 4.541 -4.684
H -3.074 5.688 -3.737
H -2.618 3.397 -3.464
H -5.337 3.947 -0.222
H -2.403 1.887 2.171
H -3.639 1.956 3.438
H -3.216 3.407 2.520
H -3.840 -0.094 1.299
H -5.451 0.241 0.653
H -5.185 0.208 2.396
H -5.563 3.797 1.950
H -6.049 2.349 2.813
H -6.530 2.549 1.133
C -2.032 -0.126 -6.596
C -1.149 0.982 -6.118
C -1.651 2.264 -5.919
C -0.855 3.247 -5.354
C 0.444 2.948 -4.993
C 0.986 1.704 -5.256
C 0.187 0.725 -5.816
S 1.351 4.171 -4.061
O 0.409 5.064 -3.455
O 2.416 4.732 -4.839
N 2.034 3.214 -2.832
C 2.360 3.962 -1.623
C 1.142 4.094 -0.722
C 0.618 2.770 -0.184
O -0.510 2.711 0.298
O 1.382 1.748 -0.240
H -3.035 0.233 -6.811
H -2.097 -0.889 -5.821
H -1.624 -0.593 -7.491
H -2.677 2.482 -6.181
H -1.226 4.244 -5.169
H 2.013 1.494 -5.005
H 0.592 -0.261 -5.990
H 2.860 2.787 -3.229
H 2.715 4.968 -1.881
H 3.152 3.430 -1.091
H 0.324 4.568 -1.266
H 1.380 4.724 0.136
C 5.803 -1.222 0.297
N 4.404 -1.543 0.357
C 3.824 -2.723 -0.001
C 2.482 -2.570 0.190
N 2.241 -1.313 0.652
C 3.415 -0.724 0.744
H 6.361 -2.105 -0.008
H 6.165 -0.903 1.273
H 5.983 -0.420 -0.421
H 4.387 -3.561 -0.353
H 1.695 -3.281 0.048
H 3.572 0.278 1.092

Cartesian forces, eV/Å:
Ir 4.0 -0.7 2.1
C -0.3 -0.3 -0.1
C 0.4 0.3 -0.1
C 0.1 -0.2 -0.7
C 1.5 1.7 1.1
N -1.6 -0.2 -0.7
C 0.4 0.6 0.5
N -1.8 -2.3 -2.5
C 1.3 1.8 2.3
N -0.7 -1.7 -0.6
C 2.4 1.5 -0.4
N -2.8 -1.5 0.8
C 1.9 1.3 -0.2
C -0.4 0.0 0.5
C 0.2 0.3 0.2
C -0.2 -0.3 0.0
C 0.9 0.5 -0.1
N -1.9 -0.2 -0.5
C -1.7 -1.0 0.9
C 0.5 0.6 0.2
C -0.3 -0.1 0.4
C 0.0 -0.2 -0.5
C 0.6 0.5 0.1
C -0.8 -1.3 -1.5
H 0.1 0.1 0.0
H 0.0 0.0 0.1
H 0.0 -0.1 0.0
H -0.1 0.0 -0.1
H 0.0 -0.1 -0.1
H 0.0 0.0 -0.1
H 0.1 0.1 0.0
H -0.1 0.0 -0.1
H 0.1 0.0 -0.1
H -0.1 -0.1 -0.1
H 0.0 0.0 0.1
H -0.1 0.0 0.1
C 0.1 -0.2 -0.1
C -0.2 0.1 -0.1
C 0.2 0.1 0.0
C -0.1 -0.1 0.2
C 0.2 -0.1 -0.1
C 0.3 -0.3 0.1
C 0.2 -0.1 -0.5
Br -0.3 0.3 0.1
C -0.1 0.1 -0.3
O 0.1 -0.2 -0.2
C -0.2 0.2 0.1
C 0.0 -0.2 0.3
C 0.0 -0.1 0.3
C -0.1 0.0 -0.1
C 0.1 0.1 0.0
C 0.3 -0.1 -0.1
H -0.1 0.1 -0.1
H 0.1 0.1 0.1
H -0.1 0.0 0.1
H -0.1 0.1 -0.1
H -0.1 0.0 0.1
H 0.0 -0.1 -0.1
H 0.0 0.1 0.0
H 0.1 -0.1 -0.1
H 0.2 0.1 0.0
H 0.0 0.0 -0.2
H -0.1 0.0 0.1
H 0.2 -0.1 0.0
H 0.0 0.0 0.2
H 0.0 0.1 0.0
H 0.0 -0.1 0.0
H -0.1 -0.1 -0.1
H -0.1 0.0 0.1
H 0.0 0.2 0.0
H 0.0 0.0 0.1
H -0.1 0.0 -0.1
C 0.0 0.0 0.0
C -0.1 0.1 0.0
C 0.2 -0.1 -0.1
C 0.1 0.2 0.0
C 0.2 0.4 0.3
C 0.0 -0.1 -0.1
C 0.0 0.2 0.0
S 0.5 -0.5 0.2
O -0.2 -0.1 0.1
O 0.0 -0.2 -0.2
N -0.6 0.1 -0.9
C -0.2 0.7 0.5
C 0.1 -0.4 0.0
C -0.9 1.1 0.3
O 0.2 0.4 0.0
O 0.9 -1.4 0.0
H -0.1 0.0 0.0
H -0.1 -0.1 0.0
H 0.0 -0.1 -0.1
H -0.1 0.0 0.0
H -0.2 0.1 0.1
H 0.1 -0.1 0.0
H 0.0 -0.1 0.0
H 0.1 0.0 -0.1
H 0.2 -0.1 0.2
H 0.0 0.0 -0.2
H 0.1 0.0 0.2
H 0.0 0.1 0.0
C 0.7 0.3 0.1
N -0.6 0.2 0.2
C -0.6 -0.4 0.0
C 0.2 -0.5 -0.2
N -1.6 1.3 -0.9
C 0.1 0.4 0.1
H 0.0 0.0 0.0
H 0.0 0.0 0.0
H 0.0 -0.1 0.0
H 0.2 -0.2 0.0
H -0.2 -0.1 -0.1
H 0.1 0.3 -0.1


# C18H72O18

18 unconnected molecules or ions with the total composition C18H72O18 at a distorted geometry (ωB97M-V/def2-TZVPD, the OMol25 dataset).

Output
Kohn-Sham gap	10.1	eV
LUMO energy	0.533	eV
calculated total energy	-2082.9929	hartree
ΔE to the lowest compared entry with this formula, charge and spin	165.99	kcal per mole

Element x y z (Å)
C -0.742 6.356 0.683
O -1.292 5.455 -0.284
H -0.689 5.892 1.673
H 0.161 6.842 0.354
H -1.467 7.148 0.808
H -1.623 5.971 -1.037
C 0.927 3.198 -1.130
O -0.081 2.834 -0.231
H 1.678 3.875 -0.676
H 1.409 2.236 -1.426
H 0.620 3.667 -2.112
H -0.552 3.618 0.026
C 3.278 4.052 2.916
O 2.008 3.721 2.234
H 3.528 5.137 2.709
H 3.155 3.910 4.019
H 4.036 3.383 2.526
H 1.954 2.733 2.167
C -1.912 3.489 2.886
O -0.781 4.344 3.160
H -2.161 3.570 1.793
H -1.780 2.480 3.278
H -2.682 4.027 3.463
H 0.096 4.047 2.893
C 1.352 0.709 4.925
O 2.490 1.194 4.202
H 0.432 1.210 4.663
H 1.182 -0.376 4.871
H 1.662 0.913 5.920
H 2.312 1.080 3.268
C 4.692 -5.499 -1.934
O 4.197 -4.148 -1.695
H 5.743 -5.503 -1.741
H 4.201 -6.266 -1.323
H 4.571 -5.770 -2.987
H 3.244 -4.293 -1.544
C -5.296 3.112 -0.896
O -5.601 1.740 -1.043
H -5.778 3.533 -1.757
H -5.748 3.578 -0.035
H -4.236 3.276 -0.980
H -5.132 1.371 -0.253
C 5.177 -1.227 5.965
O 3.759 -1.086 5.762
H 5.494 -0.501 6.746
H 5.329 -2.270 6.303
H 5.742 -0.966 5.045
H 3.598 -0.263 5.228
C -3.868 1.129 -4.897
O -3.723 -0.033 -4.085
H -3.705 2.015 -4.332
H -3.087 1.131 -5.711
H -4.888 1.149 -5.356
H -4.531 -0.498 -3.806
C -2.248 -3.069 -0.810
O -3.143 -1.990 -1.177
H -2.872 -3.909 -0.585
H -1.591 -3.253 -1.641
H -1.648 -2.980 0.072
H -2.553 -1.239 -1.347
C -6.244 -1.921 -2.338
O -5.965 -1.349 -3.606
H -6.687 -1.093 -1.786
H -6.944 -2.730 -2.398
H -5.328 -2.260 -1.806
H -6.072 -2.078 -4.232
C 0.203 -3.629 -4.091
O 0.411 -2.696 -3.065
H -0.732 -4.054 -3.854
H 0.033 -3.024 -5.025
H 1.023 -4.333 -4.085
H -0.276 -2.033 -3.125
C 0.949 -4.340 0.304
O 1.420 -4.515 -1.035
H 1.304 -5.252 0.833
H 1.290 -3.439 0.775
H -0.124 -4.450 0.449
H 0.984 -3.820 -1.553
C -0.177 0.440 -3.384
O -1.110 -0.648 -3.210
H -0.651 1.411 -3.517
H 0.526 0.409 -2.487
H 0.464 0.265 -4.287
H -1.975 -0.565 -3.659
C 4.265 -2.922 2.108
O 3.137 -2.261 2.720
H 5.068 -3.150 2.818
H 3.940 -3.843 1.728
H 4.612 -2.222 1.397
H 3.322 -2.158 3.694
C 3.985 -1.281 -2.353
O 2.653 -0.890 -2.734
H 4.389 -0.399 -1.767
H 4.045 -2.179 -1.741
H 4.653 -1.258 -3.257
H 2.141 -1.665 -2.876
C -3.197 0.479 1.416
O -4.373 1.292 1.319
H -2.267 1.085 1.267
H -3.088 -0.112 2.328
H -3.228 -0.188 0.571
H -4.563 1.753 2.159
C 1.060 -0.085 1.229
O 0.978 1.197 1.838
H 1.852 -0.623 1.699
H 0.117 -0.593 1.454
H 1.195 -0.010 0.134
H 0.365 1.754 1.296

Cartesian forces, eV/Å:
C -1.2 0.6 0.2
O 0.2 -0.2 -0.2
H 0.4 -0.3 -0.5
H 0.7 -0.3 -0.1
H -0.3 0.5 0.2
H 0.2 -0.4 0.4
C 1.4 -0.4 -1.3
O -0.3 -0.7 0.1
H -0.3 -0.4 -0.1
H 0.0 0.8 0.3
H -0.3 -0.4 1.1
H -0.6 0.9 0.0
C -1.5 0.5 0.1
O 1.0 -0.3 0.6
H -0.3 -1.3 0.1
H 0.2 0.1 -0.9
H 0.4 0.1 0.1
H 0.1 1.1 0.0
C 0.7 1.8 -0.2
O -0.5 0.0 0.4
H 0.0 -0.6 0.9
H 0.0 -0.1 -0.3
H -0.1 -0.6 -0.4
H 0.2 -0.6 -0.3
C 0.6 -0.2 -0.2
O 0.0 -0.5 0.2
H -0.2 0.4 -0.1
H 0.3 0.1 -0.4
H -0.4 0.2 1.2
H -0.2 -0.1 -0.4
C -0.6 0.8 -0.3
O -0.1 -2.0 0.0
H 0.7 0.0 0.3
H 0.0 0.3 0.0
H -0.2 0.0 0.0
H 0.1 0.4 0.1
C -0.7 -0.4 -1.4
O 0.8 -0.5 1.5
H -0.1 0.8 -0.5
H 0.1 0.1 0.6
H 0.5 0.3 0.3
H -0.8 -0.2 -0.8
C -0.4 0.6 0.2
O 0.2 0.7 -1.0
H 0.0 -0.6 -0.3
H 0.2 0.7 -0.3
H -0.2 -0.5 0.4
H 0.2 -0.9 0.6
C -0.5 -1.2 -1.2
O 1.4 0.2 -0.2
H -0.1 0.8 0.7
H -0.8 -0.3 0.7
H 0.8 0.1 0.2
H -0.4 0.4 -0.3
C -1.0 0.3 -0.8
O 1.2 -0.1 0.8
H -0.4 -0.7 -0.3
H 0.3 -0.4 -0.3
H 0.3 1.0 0.7
H -0.3 0.0 -0.3
C 0.6 0.9 1.3
O -0.2 -1.0 -0.8
H 0.0 -0.3 0.4
H -0.5 -0.4 -0.2
H -0.5 0.3 -0.5
H 0.3 0.4 -0.2
C -0.4 1.8 -0.8
O 1.9 -0.6 1.2
H -1.1 -1.5 -0.2
H 0.7 -1.1 0.3
H 0.0 -0.2 -0.4
H -0.7 1.0 0.0
C 0.4 -2.3 0.4
O -0.7 0.6 0.3
H 0.2 0.9 0.0
H 0.4 0.5 0.2
H -0.3 0.3 -0.6
H 0.1 0.1 -0.5
C 1.1 -0.8 0.1
O 0.0 0.3 0.2
H -0.2 -0.1 0.4
H -1.1 0.2 -1.2
H -0.5 0.0 0.7
H 0.0 0.6 0.0
C -0.3 1.0 1.8
O 0.5 -0.1 1.8
H -0.1 0.2 0.0
H -0.4 -1.2 -1.0
H 0.7 0.2 -1.2
H -0.4 -0.1 -1.3
C 0.7 2.5 -0.2
O 1.2 0.7 0.5
H -0.5 -1.0 -0.3
H 0.0 0.2 -0.5
H -0.6 -0.7 0.7
H -0.9 -1.1 -0.3
C 1.0 0.8 -0.5
O 0.3 -0.1 1.2
H -0.7 -0.2 0.3
H -0.4 0.2 0.1
H -0.2 -0.4 -0.2
H 0.3 -0.4 -0.7
C -1.1 0.3 -0.5
O -0.4 0.7 -0.4
H 0.6 -0.4 0.1
H 0.1 -0.3 -0.3
H 0.1 -0.1 0.4
H 0.6 -0.3 0.2